1.
# C30H64NO18P

C30H64NO18P as an isolated structure (the ωB97M-V functional and the def2-TZVPD basis, the Open Molecules 2025 dataset).

Output
* E_LUMO: 0.1401 hartree
* frontier orbital gap: 3.83 eV
* energy relative to the best compared isomer or geometry (same formula, charge and spin): 0.00 kcal/mol
* maximum force: 11.809 eV Å⁻¹

The geometry in ORCA input format:
```
! RIJCOSX wB97M-V def2-TZVPD def2/J DEFGRID3
* xyz -2 1
N -0.589 -0.114 0.239
H -0.880 0.950 -0.125
H -1.068 -0.129 1.208
H 0.352 -0.181 0.319
H -0.987 -0.863 -0.445
P 0.546 2.554 1.532
O -0.657 1.885 2.167
O 1.648 1.384 1.490
O 1.046 3.780 2.232
O 0.106 2.771 0.180
O -1.982 -0.105 -2.471
C -2.190 0.846 -3.201
O -2.770 0.658 -4.457
C -2.830 -0.620 -4.987
C -2.618 -0.526 -6.524
C -2.332 2.303 -2.825
H -3.630 -1.165 -4.750
H -2.051 -1.364 -4.735
H -3.233 0.338 -6.861
H -2.909 -1.485 -6.933
H -1.547 -0.314 -6.720
H -1.551 2.378 -2.044
H -3.307 2.576 -2.519
H -1.984 2.741 -3.662
O 0.982 -0.029 5.433
C 1.713 0.745 4.707
O 3.078 0.899 4.946
C 3.638 0.097 5.881
C 5.201 0.218 5.835
C 1.169 1.504 3.674
H 3.304 -1.035 5.788
H 3.350 0.745 6.727
H 5.680 -0.506 6.458
H 5.588 1.366 6.221
H 5.491 0.132 4.721
H 0.252 1.227 3.341
H 1.982 1.283 2.904
H 1.287 2.579 3.906
O 1.879 -4.114 -0.348
C 2.731 -3.277 0.024
O 3.673 -3.453 0.831
C 3.647 -4.665 1.624
C 4.725 -4.517 2.644
C 2.677 -1.892 -0.538
H 3.721 -5.425 0.710
H 2.632 -4.871 1.942
H 4.584 -5.496 3.269
H 4.634 -3.853 3.425
H 5.754 -4.616 2.112
H 2.518 -1.040 0.239
H 1.840 -1.690 -1.133
H 3.587 -1.613 -1.009
O -5.460 2.324 -0.284
C -4.557 3.012 0.144
O -4.599 4.408 0.006
C -3.527 5.262 0.277
C -3.911 6.657 -0.105
C -3.442 2.393 0.814
H -2.701 5.130 -0.055
H -3.124 5.230 1.328
H -4.574 6.899 0.557
H -4.329 6.601 -1.239
H -3.043 7.400 0.053
H -3.329 2.672 1.810
H -2.400 2.510 0.296
H -3.460 1.334 0.720
O -2.997 -2.557 0.888
C -3.891 -2.115 0.185
O -4.808 -1.261 0.795
C -4.751 -0.947 2.162
C -5.900 -0.101 2.481
C -4.244 -2.238 -1.287
H -3.757 -0.609 2.544
H -4.841 -1.977 2.622
H -6.965 -0.207 2.307
H -5.929 0.929 2.037
H -6.049 0.465 3.386
H -4.315 -1.257 -1.854
H -5.130 -2.837 -1.390
H -3.509 -2.771 -1.845
O 2.962 -0.006 -4.046
C 2.753 1.016 -3.259
O 3.566 2.135 -3.363
C 4.779 2.083 -4.138
C 5.521 3.370 -3.976
C 1.739 1.201 -2.264
H 4.619 1.943 -5.227
H 5.257 1.105 -3.648
H 5.643 3.561 -3.046
H 5.090 4.181 -4.497
H 6.601 2.976 -4.270
H 1.324 2.176 -2.074
H 2.207 1.287 -1.198
H 0.971 0.569 -2.057
C 0.626 -2.202 -4.242
C 0.150 -3.246 -3.177
O -0.463 -2.781 -2.144
C 0.435 -4.650 -3.352
H 0.211 -2.507 -5.187
H 1.915 -2.174 -4.458
H 0.258 -1.187 -3.823
H -0.414 -5.367 -2.967
H 1.330 -5.080 -2.960
H 0.364 -5.089 -4.497
C -0.568 -1.141 4.136
C 0.371 -1.828 3.225
O -0.053 -2.626 2.320
C 1.923 -1.600 3.393
H -1.697 -1.278 3.873
H -0.432 -0.098 3.937
H -0.289 -1.339 5.164
H 2.169 -0.918 2.677
H 2.536 -2.436 2.914
H 2.238 -1.402 4.440
*
```

2.
# C30H65IN2O15S6

A 10-piece molecular cluster, C30H65IN2O15S6 overall (the ωB97M-V functional and the def2-TZVPD basis, the Open Molecules 2025 dataset).

Output
* E_LUMO: -0.0144 hartree
* frontier orbital gap: 7.27 eV
* energy relative to the best compared isomer or geometry (same formula, charge and spin): 0.00 kcal/mol
* maximum force: 13.610 eV Å⁻¹

The geometry in ORCA input format:
```
! RIJCOSX wB97M-V def2-TZVPD def2/J DEFGRID3
* xyz 0 1
C -22.843 27.757 -20.103
C -21.580 26.951 -20.290
O -21.616 25.988 -21.076
N -20.375 27.385 -19.489
H -19.522 27.541 -20.130
H -20.436 28.295 -18.964
C -19.837 26.324 -18.548
H -22.522 28.963 -20.197
H -23.337 27.581 -19.138
H -23.695 27.682 -20.977
H -20.553 25.755 -17.922
H -19.100 26.727 -17.779
H -19.314 25.574 -19.302
C -24.183 30.010 -16.678
C -23.186 29.670 -15.682
O -23.032 30.365 -14.673
N -22.274 28.560 -15.918
H -22.770 27.725 -16.206
H -21.839 28.674 -16.650
C -21.384 28.181 -14.729
H -23.884 31.036 -17.190
H -25.347 29.818 -16.445
H -24.079 29.460 -17.595
H -20.524 28.853 -14.871
H -20.895 27.315 -14.786
H -21.863 28.108 -13.829
I -23.951 25.510 -16.361
O -21.055 29.234 -17.991
H -20.576 30.105 -18.052
C -23.976 34.173 -12.832
C -23.855 32.673 -12.706
C -24.986 32.255 -13.405
S -26.361 33.293 -13.250
O -27.259 32.874 -12.318
O -26.847 33.705 -14.507
C -25.433 34.603 -12.530
H -23.697 34.536 -13.914
H -23.267 34.614 -12.189
H -23.949 32.327 -11.605
H -22.947 32.285 -13.123
H -25.208 31.256 -13.233
H -24.757 32.337 -14.523
H -25.770 34.448 -11.515
H -25.809 35.594 -12.981
C -19.961 32.515 -14.897
C -20.067 32.411 -16.454
C -19.284 33.390 -17.135
S -19.517 34.808 -16.161
O -20.549 35.627 -16.692
O -18.199 35.508 -16.102
C -19.924 34.016 -14.698
H -18.974 31.936 -14.511
H -20.767 32.182 -14.444
H -21.071 32.594 -16.697
H -19.699 31.396 -16.907
H -19.563 33.591 -18.198
H -18.139 32.934 -17.242
H -20.966 34.225 -14.506
H -19.454 34.556 -13.893
C -23.196 28.318 -10.926
C -24.296 27.336 -11.201
C -23.771 26.351 -12.125
S -22.070 26.101 -11.503
O -21.123 25.774 -12.509
O -22.190 25.212 -10.362
C -21.809 27.624 -10.853
H -23.442 29.024 -10.269
H -23.168 28.886 -11.890
H -25.260 27.722 -11.446
H -24.492 26.960 -10.334
H -23.802 26.823 -13.110
H -24.256 25.503 -12.092
H -21.102 28.364 -11.107
H -21.360 27.593 -9.658
C -29.138 25.973 -14.484
C -27.923 25.683 -15.355
C -27.855 26.680 -16.391
S -28.246 28.192 -15.670
O -29.226 28.783 -16.481
O -27.066 28.888 -15.250
C -29.048 27.522 -14.250
H -29.033 25.363 -13.600
H -30.119 25.757 -14.919
H -27.823 24.721 -15.741
H -27.298 25.604 -14.405
H -28.469 26.396 -17.127
H -26.664 26.824 -16.551
H -30.007 27.904 -14.284
H -28.540 27.992 -13.412
C -25.092 35.654 -16.838
C -23.528 35.484 -16.956
C -23.371 35.355 -18.389
S -24.661 34.366 -18.973
O -24.164 33.044 -18.806
O -25.098 35.047 -20.201
C -25.909 34.711 -17.694
H -25.564 36.695 -17.236
H -25.452 35.691 -15.892
H -23.200 34.623 -16.681
H -23.009 36.056 -16.357
H -22.468 34.785 -18.468
H -23.206 36.414 -18.643
H -26.383 33.639 -17.297
H -26.756 35.083 -18.272
C -27.737 30.526 -21.892
C -28.666 29.457 -21.172
C -28.518 29.672 -19.788
S -26.784 30.091 -19.541
O -26.036 28.910 -19.235
O -26.626 31.243 -18.768
C -26.383 30.531 -21.205
H -28.023 31.437 -21.768
H -27.536 30.443 -23.090
H -28.356 28.452 -21.410
H -29.725 29.506 -21.296
H -28.837 28.880 -19.056
H -29.071 30.310 -19.366
H -25.614 29.979 -21.651
H -25.968 31.502 -20.975
*
```

3.
# C30H66ClF9N15O26S

A 13-piece molecular cluster, C30H66ClF9N15O26S overall (the ωB97M-V functional and the def2-TZVPD basis, the Open Molecules 2025 dataset).

Output
* E_LUMO: -0.1122 hartree
* frontier orbital gap: 9.14 eV
* maximum force: 1.390 eV Å⁻¹

The geometry in ORCA input format:
```
! RIJCOSX wB97M-V def2-TZVPD def2/J DEFGRID3
* xyz 1 1
C 1.503 -3.012 0.550
C 1.667 -4.241 -0.321
Cl 0.869 -5.603 0.584
C 1.017 -4.191 -1.698
C 1.766 -3.404 -2.795
C 3.202 -2.992 -2.487
N 3.285 -1.614 -1.924
C 2.867 -0.701 -2.832
N 3.248 0.561 -2.774
C 4.184 1.134 -1.810
C 3.527 2.006 -0.752
C 2.466 1.312 0.121
C 1.629 2.377 0.811
O 0.565 2.816 -0.076
C -0.659 2.848 0.505
O -1.065 3.810 1.081
N 2.036 -1.137 -3.806
C 1.030 -2.148 -3.326
C 0.049 -1.464 -2.350
C -1.398 -1.895 -2.628
C -2.361 -1.899 -1.417
C -3.798 -1.795 -1.957
C -4.439 -0.410 -1.921
F -5.779 -0.580 -2.048
F -4.255 0.210 -0.738
C -4.021 0.527 -3.119
F -5.063 1.249 -3.534
F -3.609 -0.217 -4.148
S -2.672 1.814 -2.672
F -2.077 0.900 -1.528
F -1.616 1.154 -3.679
F -3.138 2.761 -3.859
F -3.658 2.525 -1.679
F -1.567 2.891 -2.306
H 2.027 -2.143 0.156
H 0.447 -2.758 0.632
H 1.875 -3.214 1.550
H 2.710 -4.536 -0.355
H -0.015 -3.875 -1.551
H 0.956 -5.224 -2.031
H 1.886 -4.085 -3.635
H 3.751 -3.707 -1.887
H 3.717 -2.951 -3.448
H 4.240 -1.447 -1.632
H 2.891 1.189 -3.478
H 4.884 1.747 -2.376
H 4.779 0.369 -1.320
H 4.338 2.300 -0.084
H 3.135 2.928 -1.179
H 1.826 0.658 -0.468
H 2.982 0.755 0.899
H 1.225 2.041 1.765
H 2.243 3.254 1.013
H -1.257 1.942 0.368
H 1.539 -0.364 -4.241
H 0.451 -2.437 -4.199
H 0.314 -1.586 -1.302
H 0.093 -0.392 -2.557
H -1.395 -2.904 -3.047
H -1.802 -1.260 -3.412
H -2.243 -2.857 -0.916
H -2.109 -1.102 -0.737
H -4.475 -2.392 -1.346
H -3.854 -2.205 -2.959
C -3.440 6.295 -3.738
N -4.251 6.990 -4.776
O -4.237 6.531 -5.898
O -4.868 7.967 -4.419
H -2.951 5.446 -4.198
H -2.718 7.009 -3.355
H -4.124 5.979 -2.956
C 0.304 2.402 -6.326
N 1.692 1.946 -6.036
O 2.591 2.363 -6.715
O 1.823 1.173 -5.095
H 0.317 3.089 -7.163
H -0.288 1.519 -6.549
H -0.051 2.882 -5.419
C -3.138 5.711 2.715
N -4.319 5.436 3.578
O -4.291 4.435 4.272
O -5.230 6.226 3.540
H -2.412 4.922 2.856
H -3.485 5.746 1.687
H -2.739 6.672 3.023
C 0.313 6.525 2.205
N 1.706 7.046 2.246
O 2.560 6.409 1.660
O 1.897 8.068 2.862
H 0.308 5.615 1.620
H 0.005 6.332 3.231
H -0.310 7.288 1.748
C 5.457 -1.258 3.740
N 4.650 -0.824 2.568
O 3.492 -1.173 2.509
O 5.206 -0.131 1.734
H 4.825 -1.859 4.381
H 6.293 -1.835 3.360
H 5.803 -0.359 4.241
C -2.187 4.972 7.415
N -1.331 4.650 6.242
O -0.696 3.621 6.261
O -1.332 5.446 5.323
H -2.085 4.174 8.141
H -1.844 5.922 7.815
H -3.207 5.056 7.052
C -5.587 1.336 3.971
N -5.682 0.659 5.291
O -6.685 0.804 5.944
O -4.715 0.000 5.634
H -6.502 1.889 3.798
H -4.730 2.003 4.014
H -5.445 0.565 3.220
C 1.718 -8.225 -3.482
N 3.029 -7.521 -3.491
O 3.956 -8.052 -4.052
O 3.080 -6.442 -2.931
H 1.831 -9.160 -4.016
H 1.445 -8.388 -2.444
H 1.000 -7.573 -3.971
C 6.032 -5.735 -6.588
N 4.592 -5.538 -6.268
O 4.295 -4.636 -5.509
O 3.807 -6.296 -6.788
H 6.606 -4.990 -6.053
H 6.293 -6.741 -6.274
H 6.141 -5.628 -7.663
C -3.187 -1.310 2.887
N -1.784 -1.654 2.533
O -1.317 -1.187 1.506
O -1.186 -2.375 3.291
H -3.579 -0.656 2.115
H -3.750 -2.237 2.942
H -3.167 -0.813 3.853
C 3.488 -5.964 3.054
N 4.753 -5.192 2.920
O 5.668 -5.693 2.307
O 4.775 -4.084 3.421
H 3.610 -6.915 2.551
H 3.291 -6.097 4.113
H 2.710 -5.371 2.586
C -4.347 0.602 8.734
N -3.368 0.364 9.829
O -2.829 1.331 10.328
O -3.167 -0.788 10.143
H -4.415 1.671 8.568
H -3.986 0.086 7.855
H -5.301 0.191 9.051
*
```

4.
# C30H66HgNO13S5

C30H66HgNO13S5 as an isolated structure (the ωB97M-V functional and the def2-TZVPD basis, the Open Molecules 2025 dataset).

Output
* E_LUMO (spin up / spin down): 0.0026 / -0.0313 hartree
* frontier orbital gap (spin up / spin down): 7.06 / 7.24 eV
* maximum force: 3.648 eV Å⁻¹

The geometry in ORCA input format:
```
! RIJCOSX wB97M-V def2-TZVPD def2/J DEFGRID3
* xyz 0 2
Hg -14.314 27.513 10.229
C -14.401 27.674 14.646
C -13.522 28.150 13.468
C -12.105 28.588 14.020
O -13.484 27.248 12.441
H -15.446 27.474 14.410
H -14.429 28.414 15.447
H -14.105 26.719 15.079
H -14.115 29.007 13.149
H -11.575 29.209 13.298
H -11.646 27.601 14.070
H -12.166 29.077 14.993
C -13.405 22.604 14.377
C -13.084 24.129 14.414
C -11.801 24.567 15.209
O -13.046 24.511 13.085
H -14.256 22.275 13.780
H -13.469 22.225 15.397
H -12.532 22.069 14.003
H -13.949 24.668 14.799
H -10.904 24.053 14.863
H -11.868 24.432 16.288
H -11.654 25.623 14.982
H -13.072 25.466 12.993
C -10.611 24.952 9.530
C -11.444 26.184 9.856
C -11.231 27.467 8.994
O -12.222 28.446 9.339
C -11.964 29.752 8.789
N -12.795 25.763 9.766
H -9.610 25.124 9.926
H -10.543 24.744 8.462
H -10.954 24.000 9.936
H -11.331 26.425 10.913
H -11.269 27.149 7.952
H -10.203 27.796 9.150
H -11.902 29.612 7.710
H -10.943 30.015 9.066
H -12.717 30.525 8.940
H -12.843 24.929 10.333
H -12.901 25.294 8.877
C -7.817 29.070 10.358
C -6.495 29.607 11.009
C -6.868 30.571 12.127
S -8.640 30.317 12.647
O -9.463 31.470 12.254
O -8.726 29.860 14.078
C -8.873 28.930 11.519
H -7.695 28.102 9.871
H -8.302 29.824 9.738
H -6.025 30.170 10.203
H -5.898 28.790 11.415
H -6.834 31.623 11.844
H -6.351 30.571 13.086
H -9.917 28.843 11.219
H -8.502 28.126 12.154
C -9.511 25.372 18.221
C -9.023 25.955 16.876
C -9.589 27.418 16.698
S -9.535 28.143 18.347
O -10.924 28.607 18.641
O -8.352 29.010 18.556
C -9.263 26.483 19.200
H -9.102 24.413 18.538
H -10.580 25.164 18.175
H -9.332 25.246 16.108
H -7.938 26.000 16.784
H -10.655 27.422 16.474
H -9.140 28.143 16.019
H -9.684 26.481 20.205
H -8.183 26.480 19.342
C -17.926 27.155 16.048
C -17.730 28.607 16.305
C -17.814 29.015 17.826
S -17.684 27.353 18.755
O -19.044 26.810 19.072
O -16.593 27.385 19.675
C -17.098 26.449 17.190
H -17.493 26.822 15.104
H -18.990 26.920 16.063
H -18.504 29.139 15.753
H -16.763 28.944 15.934
H -18.708 29.501 18.217
H -16.970 29.652 18.090
H -17.262 25.384 17.357
H -16.024 26.630 17.203
C -12.130 34.000 13.233
C -12.584 32.602 13.204
C -13.368 32.264 11.904
S -14.152 33.785 11.417
O -15.580 33.667 11.620
O -13.541 34.233 10.161
C -13.351 34.776 12.807
H -11.275 34.298 12.625
H -11.671 34.212 14.198
H -13.197 32.378 14.077
H -11.712 31.954 13.282
H -14.183 31.562 12.081
H -12.843 31.860 11.038
H -14.129 34.819 13.570
H -13.143 35.778 12.431
C -17.829 25.065 13.110
C -18.684 24.418 12.046
C -17.884 24.271 10.711
S -16.127 24.290 11.198
O -15.447 25.458 10.630
O -15.559 22.992 10.983
C -16.398 24.632 12.950
H -18.241 24.896 14.105
H -17.850 26.104 12.780
H -19.647 24.927 12.038
H -18.933 23.435 12.446
H -18.076 25.118 10.054
H -18.095 23.349 10.168
H -15.581 25.263 13.301
H -16.191 23.747 13.551
*
```

Among the records above, which one has the lowest maximum force? C30H66ClF9N15O26S

Among the records above, which one has the lowest maximum force? C30H66ClF9N15O26S

The lowest maximum force belongs to which entry? C30H66ClF9N15O26S